1.
A cluster of 12 separate species, F6H22O11P in total, computed with ωB97M-V with the def2-TZVPD basis set.

```
40
Properties=species:S:1:pos:R:3
H -6.34842 -3.37647 21.00905
F -7.53245 -0.68764 18.85632
H -9.73125 -3.68215 22.87793
H -9.02337 0.18529 16.76589
F -7.22897 -0.85327 21.02663
H -4.98331 -1.15929 21.12919
H -6.96805 1.10909 16.28050
H -11.50504 -0.81416 18.70998
H -5.78369 1.22203 17.24893
O -11.77299 -1.56089 22.75791
O -6.80111 -3.59987 16.42746
F -9.15797 -2.05747 21.29325
O -4.61525 -0.95698 21.99863
H -5.91237 0.89455 19.85316
H -8.53979 -0.13811 22.47715
O -5.99363 1.01386 16.32710
F -9.47416 -2.15738 19.06546
O -11.88108 -3.42471 19.60785
H -10.98029 -3.26747 19.91613
H -8.85345 1.34874 22.39627
H -3.66805 -1.10143 21.90309
H -12.91430 -0.23735 18.72505
O -8.98102 0.57751 22.95582
H -10.92677 -1.24272 22.42035
H -12.40567 -3.47444 20.41269
O -10.54135 -4.08786 22.54483
H -10.33080 -5.02336 22.45581
O -5.47347 1.50040 19.23890
O -12.18305 -0.43750 18.13380
H -5.72995 -3.11137 22.38878
H -11.77143 -2.50899 22.56960
H -7.00021 -3.76556 17.35722
F -7.44408 -2.78923 19.76874
O -8.67100 1.01452 17.10838
O -5.90425 -3.82005 21.75723
P -8.36290 -1.48366 20.00959
H -8.64569 0.88526 18.06272
F -9.29117 -0.12425 20.05254
H -6.04733 -4.16524 16.23245
H -5.95170 2.33194 19.33118
```

The calculation puts the HOMO-LUMO gap at 10.119 eV. The total charge is -1.

---

2.
An isolated molecule of C2H6N2S, computed with ωB97M-V with the def2-TZVPD basis set.

```
11
Properties=species:S:1:pos:R:3
N -0.06405 -1.24177 0.67884
H -1.46491 0.40441 -2.43205
H -0.68615 -1.68864 1.32333
H -1.02325 2.05036 -1.90101
S 0.89598 0.15228 1.35867
C -0.62705 -0.70300 -0.49794
C -0.61156 0.96690 -2.01848
N -0.28899 0.47799 -0.82241
H 0.19203 1.15050 -2.75549
H -0.33006 0.82746 1.56314
H -1.12048 -1.41751 -1.43315
```

The calculation puts the HOMO-LUMO gap at 9.003 eV. Its SMILES is C/N=C/NS.

---

3.
An isolated molecule of C2H6BN, computed with ωB97M-V with the def2-TZVPD basis set.

```
10
Properties=species:S:1:pos:R:3
H -0.94162 1.24242 -0.99460
B 0.50546 0.00967 0.02670
H 2.56290 0.66226 -0.05246
C -0.77862 -0.91213 0.03137
H -1.52564 1.53607 0.62346
H 2.34612 -0.87509 0.02437
H -1.05865 -1.33913 -0.90054
H -1.30767 -1.38522 0.87738
N 1.91843 -0.03062 0.00523
C -0.87084 0.93261 0.01566
```

The calculation puts the HOMO-LUMO gap at 9.554 eV. Its SMILES is NB1CC1.

---

4.
A cluster of 2 separate species, C9H12N5O in total, computed with ωB97M-V with the def2-TZVPD basis set.

```
27
Properties=species:S:1:pos:R:3
C -3.87852 0.14688 0.18443
N 3.21140 0.10403 -0.00003
H 6.38641 0.16708 0.12947
C -3.96480 -1.03321 -0.52543
H 2.20575 -0.15668 0.01946
H 5.49482 1.57912 -1.61712
H -4.86757 2.07121 0.21301
H -2.63503 1.61310 1.00188
C 4.31396 -0.38303 0.62011
H -4.91572 -1.25792 -0.90419
C -2.82356 -1.71320 -0.96537
H 0.37807 -1.36430 -0.36231
N -0.24450 0.16271 0.59608
H -5.12493 1.06669 1.71305
C -2.62849 0.62178 0.55249
C -5.09373 0.99676 0.56430
N -1.63638 -1.32853 -0.53515
H -2.78786 -2.52588 -1.73773
C 5.40377 0.29329 0.04549
C -1.54102 -0.20395 0.28880
C 3.55772 1.10178 -0.84871
O 4.09633 -1.39460 1.46992
N 4.93443 1.10508 -0.92639
H -6.07826 0.87222 0.20903
H 2.86400 1.51532 -1.53043
N 0.66796 -0.52749 0.19902
H 4.70572 -1.52829 2.14632
```

The multiplicity is 3. The calculation puts the HOMO-LUMO gap (alpha / beta) at 7.261 / 6.680 eV. The total charge is +1.

---

5.
A cluster of 2 separate species, C2H7NO2 in total, computed with ωB97M-V with the def2-TZVPD basis set.

```
12
Properties=species:S:1:pos:R:3
O -2.16990 0.81651 -0.69061
H -0.18211 0.90066 -0.00288
H 3.11363 -0.46935 -0.33048
H -1.61397 -1.72828 0.35959
H 2.02612 0.26312 1.15473
H -0.45731 -0.14700 -1.25545
H -1.26561 -0.83873 1.75319
H -2.73974 0.13782 -1.12986
N -1.00842 -1.00550 0.70588
C 2.60842 0.42907 0.11270
C -0.92816 0.15613 -0.19363
O 2.61704 1.48555 -0.48316
```

The calculation puts the HOMO-LUMO gap at 10.781 eV. Its SMILES is C=O.NCO.

---

6.
A structure of composition C50H47N4O2S2TeTi, computed with ωB97M-V with the def2-TZVPD basis set.

```
107
Properties=species:S:1:pos:R:3
H 19.13317 16.20410 15.73046
C 14.51567 20.31117 16.83367
C 9.67666 19.30298 10.85664
C 11.77202 11.30841 10.10015
N 11.22861 10.99901 12.49034
C 10.25771 18.43717 13.05801
S 19.11530 16.17808 12.91545
H 14.25243 10.89383 13.34252
H 13.31118 20.42380 18.57913
C 9.50884 14.30298 16.18699
H 15.38984 16.73181 9.97878
H 16.10013 14.47425 11.83759
C 10.22772 15.43573 15.91640
H 10.31860 14.90163 7.93858
H 8.07831 12.87710 15.57909
C 18.54316 16.10930 8.93679
C 10.73968 13.99166 7.62288
C 14.53319 20.40335 15.37155
H 16.35896 19.31229 14.79240
H 8.32345 20.80424 10.81497
C 14.25652 11.91763 13.14338
C 16.39194 16.33726 7.52213
H 10.03267 13.40904 12.17387
H 9.87579 19.35912 9.80230
H 13.18538 21.97651 13.02587
H 11.10941 20.82720 17.21607
C 15.73281 16.63125 15.08922
H 10.78435 10.11500 12.35464
C 11.17079 11.79900 11.29031
H 20.30296 16.16745 10.06780
C 15.03186 15.59795 7.62291
O 10.90180 10.50818 14.65253
H 12.10591 12.42194 15.24516
C 12.13784 20.71120 16.77670
H 9.35447 19.40514 14.80954
H 15.93274 16.41224 18.50853
C 8.76981 20.09906 11.49955
H 12.23230 11.81142 8.05291
C 17.12754 16.28987 8.88688
C 18.06094 16.27340 15.89903
H 11.17967 17.90308 11.28762
H 17.42529 14.67334 6.56269
Te 15.05455 20.04149 12.43433
C 9.49257 15.33789 13.64680
N 14.34703 14.69922 12.75039
O 12.39332 16.97974 13.43213
C 15.41619 16.64356 16.42538
C 10.23342 15.97227 14.60015
S 11.21110 17.45509 14.19813
H 14.31275 15.85216 6.83172
C 13.36642 20.91989 13.17094
C 15.32559 13.89663 12.29270
N 12.04897 12.36430 14.21443
C 10.33139 13.65695 10.06078
H 11.81603 14.15524 7.31647
H 16.10352 11.93291 12.22014
H 9.79773 14.61906 9.97077
C 17.63541 16.33357 17.23441
C 15.79803 20.19156 14.56548
C 13.28203 20.62774 14.69312
C 9.36359 19.27188 13.69711
H 9.41323 15.82128 12.63758
H 10.12986 13.43482 6.88054
C 11.39143 11.25541 13.83238
H 19.05326 15.91491 8.04557
H 9.48874 14.08789 17.19983
H 15.33444 18.22500 7.98864
C 17.22747 15.74455 6.38760
Ti 14.46938 16.96648 13.33563
C 10.93072 13.22078 8.84558
H 10.73271 15.98818 16.72201
H 12.50231 20.45619 12.66971
C 16.01134 17.86207 7.23354
H 11.19040 20.89241 14.87823
H 18.13196 16.30663 6.24177
H 15.74905 17.81259 6.18433
H 16.86578 18.51567 7.33501
C 8.64090 14.27052 13.94051
C 18.52181 16.41943 11.32406
H 14.62093 15.92955 8.54458
H 18.22664 16.08129 18.10372
C 10.46165 13.04883 11.22847
C 16.46962 16.48904 10.07626
H 14.38636 16.74056 16.70219
H 16.59510 15.68650 5.47918
C 13.26274 14.15140 13.31369
C 19.22515 16.20578 10.12670
N 16.63946 16.68212 12.62461
C 17.53499 16.46059 13.53480
C 17.18355 16.47950 14.93212
C 16.29806 16.54470 17.49454
C 17.12174 16.57405 11.30377
H 7.84592 20.79133 13.26828
C 8.63893 13.75624 15.27998
C 12.12611 20.69935 15.39643
C 13.22622 12.76478 13.54238
H 15.34526 19.99797 17.37803
C 10.42126 18.45833 11.68197
H 7.85217 13.94219 13.27196
H 12.37470 10.45336 10.19206
H 15.07513 14.52156 7.75853
C 8.54262 20.03981 12.84218
H 12.53747 14.75684 13.71704
C 13.32864 20.51662 17.49580
C 11.62424 12.04120 8.86389
C 15.27262 12.56005 12.41630
H 16.36900 21.12756 14.65859
```

The multiplicity is 3. The calculation puts the HOMO-LUMO gap (alpha / beta) at 6.489 / 7.928 eV. The total charge is +1.

---

Calculated values (hartree) of total energy for the records, taken in order: -1781.7299, -587.3993, -159.3627, -698.7832, -285.5587, -4216.6176.
Calculated values (eV) of ΔE to the lowest compared entry with this formula, charge and spin for the records, taken in order: 0.880, 2.849, 1.029, 0.000, 3.079, 3.585.